{
  "formula": "C21H21BF3NO2S",
  "method": "ωB97M-V with the def2-TZVPD basis set",
  "spin_multiplicity": 1,
  "homo_lumo_gap_ev": 4.138,
  "total_charge": 0,
  "de_lowest_kcal_mol": 134.2,
  "total_energy_ev": -47359.3236,
  "largest_force_ev_per_a": 7.0,
  "lumo_ev": -1.35,
  "species": ["S", "F", "F", "F", "O", "O", "N", "C", "C", "C", "C", "C", "C", "C", "C", "C", "C", "C", "C", "C", "C", "C", "C", "C", "C", "C", "C", "C", "B", "H", "H", "H", "H", "H", "H", "H", "H", "H", "H", "H", "H", "H", "H", "H", "H", "H", "H", "H", "H", "H"],
  "positions_angstrom": [[0.32096, -0.34756, 2.37659], [5.14667, 3.61985, -0.91732], [3.32860, 4.60894, -1.65802], [3.97227, 4.92535, 0.42254], [-2.46384, -1.17311, 1.03567], [-1.19870, -2.37480, -0.48550], [-0.37953, 1.77420, -1.39865], [1.47270, -2.12330, 4.39967], [-3.18797, -2.22287, 0.55138], [3.28236, 1.66382, -0.93636], [1.57280, -1.63904, 0.65215], [3.88066, 3.98349, -0.55738], [0.22935, 1.93754, -2.69760], [-4.43040, -3.68430, -1.31195], [1.11289, 2.00736, 0.88162], [-3.04559, -3.69393, -1.37171], [2.34080, 0.69822, -0.98091], [1.77752, -2.35970, 1.86678], [1.31218, -0.29767, 0.91422], [1.22731, -1.75389, 2.97666], [1.99494, 2.99071, 0.72141], [-1.66647, 2.39822, -1.40049], [3.07064, 2.82877, -0.15193], [-2.43576, -2.97331, -0.38361], [1.21576, 0.77943, 0.01170], [-0.09036, 0.49699, -0.61594], [-4.55824, -2.14426, 0.58869], [-5.15918, -2.94581, -0.37535], [-1.47843, -1.13740, 0.13220], [-4.95567, -4.31467, -2.02216], [2.43083, -2.65940, 4.51008], [2.41142, -3.20193, 1.94639], [-0.33737, 1.34145, -3.42779], [-0.11799, -0.32040, -1.39970], [-4.99475, -1.44326, 1.28432], [-2.32748, 1.83285, -2.07666], [-2.41706, -4.18755, -2.13644], [4.12149, 1.58586, -1.61449], [1.56021, -1.21349, 5.01527], [-1.11019, 0.33287, 0.04703], [0.29884, 1.93633, 1.63930], [1.28302, 1.66322, -2.73616], [-6.22935, -2.94627, -0.32199], [0.71261, -2.77284, 4.86996], [1.79813, 3.92005, 1.29636], [-2.09809, 2.51473, -0.40230], [1.84005, -2.05600, -0.35049], [-1.57677, 3.39859, -1.85423], [0.13500, 2.99250, -3.00059], [2.40918, -0.24457, -1.55429]]
}


{
  "formula": "C16H26F3N2O6",
  "method": "ωB97M-V with the def2-TZVPD basis set",
  "spin_multiplicity": 1,
  "homo_lumo_gap_ev": 6.590,
  "total_charge": 1,
  "de_lowest_kcal_mol": 0.0,
  "total_energy_ev": -40420.8621,
  "largest_force_ev_per_a": 3.2,
  "lumo_ev": -5.00,
  "species": ["F", "F", "F", "O", "O", "O", "O", "O", "O", "N", "N", "C", "C", "C", "C", "C", "C", "C", "C", "C", "C", "C", "C", "C", "C", "C", "C", "H", "H", "H", "H", "H", "H", "H", "H", "H", "H", "H", "H", "H", "H", "H", "H", "H", "H", "H", "H", "H", "H", "H", "H", "H", "H"],
  "positions_angstrom": [[-4.45846, 0.66243, -0.65469], [-2.50204, 1.44871, 0.00906], [-3.52853, 2.29149, -1.81956], [2.51666, 3.99334, -0.94973], [-2.18526, 0.61190, -3.30888], [5.32009, -1.32026, -2.70002], [-2.70590, -0.11185, 4.37961], [2.93656, 2.72137, 0.85562], [0.54094, -1.83541, -3.18770], [0.90138, -0.72895, -2.48792], [3.92725, -4.19674, -1.61986], [-3.24153, 1.14992, -1.11259], [4.12475, -2.06737, -3.04883], [2.20056, -0.26182, -2.73873], [3.12716, -1.03044, -3.72583], [2.44259, 2.92266, -0.43737], [-1.38572, -0.73027, -1.34153], [0.51091, 1.10077, -0.88574], [-2.43422, 0.48962, 5.63767], [2.72297, 0.94505, -2.09626], [3.60207, -2.72657, -1.70720], [0.02984, -0.10525, -1.58526], [-3.68254, 0.92341, 6.38492], [-3.36871, 0.70090, 3.42505], [1.85332, 1.65315, -1.13910], [-2.58385, 1.94126, 3.03460], [-2.55420, 0.06157, -2.04978], [4.38430, -2.89798, -3.76022], [5.00844, -0.64955, -2.06014], [-3.37103, -0.69169, -2.26571], [2.49327, -2.64127, -1.52989], [-3.08262, 2.46707, 2.21937], [-4.37059, 0.96487, 3.77867], [3.09849, 1.75738, 0.90386], [-1.55493, -0.86815, -0.23311], [-1.40340, -1.77754, -1.76502], [3.03948, -4.67457, -1.43445], [-1.57183, 1.67307, 2.71985], [-2.48958, 2.63616, 3.87161], [-3.42519, 1.27045, 7.38674], [3.75908, 1.26380, -2.35269], [-1.91432, -0.26642, 6.22942], [3.77495, -0.24613, -4.22098], [-4.19571, 1.73964, 5.87191], [-2.46254, 0.00587, -4.02004], [-0.12552, 1.63188, -0.13401], [-1.73616, 1.32514, 5.51731], [-3.50653, 0.07850, 2.53687], [-4.38834, 0.09440, 6.46792], [2.53074, -1.47914, -4.57483], [0.79893, -2.64377, -2.69774], [4.12772, -2.24164, -0.83484], [4.45684, -4.33298, -0.74981]]
}


{
  "formula": "H4N2S2",
  "method": "ωB97M-V with the def2-TZVPD basis set",
  "spin_multiplicity": 1,
  "homo_lumo_gap_ev": 6.090,
  "total_charge": 0,
  "de_lowest_kcal_mol": 109.5,
  "total_energy_ev": -24710.0247,
  "largest_force_ev_per_a": 3.5,
  "lumo_ev": -1.45,
  "species": ["S", "S", "N", "N", "H", "H", "H", "H"],
  "positions_angstrom": [[1.06975, -1.66576, 0.05229], [1.04005, 1.17412, 0.22747], [-1.72752, -0.29822, 0.05786], [0.62146, -0.22670, -0.44376], [2.11346, -1.24607, 0.95056], [-1.70253, 0.12958, -0.89448], [0.30235, 1.69753, -0.65720], [-1.71702, 0.43553, 0.70725]]
}


{
  "formula": "C2H9NOS2",
  "method": "ωB97M-V with the def2-TZVPD basis set",
  "spin_multiplicity": 1,
  "homo_lumo_gap_ev": 8.927,
  "total_charge": 0,
  "smiles": "CSS.NCO",
  "de_lowest_kcal_mol": 39.1,
  "total_energy_ev": -27426.3987,
  "largest_force_ev_per_a": 5.0,
  "lumo_ev": 0.51,
  "species": ["S", "S", "O", "N", "C", "C", "H", "H", "H", "H", "H", "H", "H", "H", "H"],
  "positions_angstrom": [[-3.05290, 0.06030, 0.87133], [-2.74502, 0.14652, 2.92566], [0.73917, -0.46298, -0.06461], [2.30951, -0.43092, -1.88145], [-1.73852, 1.39701, 0.47286], [1.74258, -1.27503, -0.79973], [1.62372, 0.33634, -1.95477], [-1.37156, 0.26620, 2.63346], [0.05048, -1.09917, 0.05595], [2.45477, -1.65755, -0.01755], [-1.41807, 0.94070, -0.53857], [1.25097, -2.11167, -1.26198], [-0.82220, 1.52908, 1.00729], [-2.25404, 2.28136, 0.10055], [3.23111, 0.07981, -1.54843]]
}


{
  "formula": "C26H24F3N4O2",
  "method": "ωB97M-V with the def2-TZVPD basis set",
  "spin_multiplicity": 1,
  "homo_lumo_gap_ev": 4.252,
  "total_charge": 1,
  "de_lowest_kcal_mol": 5.1,
  "total_energy_ev": -45552.1607,
  "largest_force_ev_per_a": 2.0,
  "lumo_ev": -5.82,
  "species": ["F", "F", "F", "O", "O", "N", "N", "N", "N", "C", "C", "C", "C", "C", "C", "C", "C", "C", "C", "C", "C", "C", "C", "C", "C", "C", "C", "C", "C", "C", "C", "C", "C", "C", "C", "H", "H", "H", "H", "H", "H", "H", "H", "H", "H", "H", "H", "H", "H", "H", "H", "H", "H", "H", "H", "H", "H", "H", "H"],
  "positions_angstrom": [[4.26078, -3.54905, 0.37185], [3.21106, 1.68475, 3.87899], [2.90454, 5.41997, 0.97747], [0.52324, -0.98506, 3.03207], [-1.70457, 1.89650, -3.41732], [0.30105, 0.43506, -0.50363], [-1.56409, -1.33456, 2.16031], [-3.68152, -0.64092, 0.38153], [-3.02153, 0.53367, -2.13045], [-0.69623, 0.65653, -1.33714], [-2.34436, -0.35442, 0.05184], [4.43693, -1.93259, -2.87712], [4.16866, -0.62966, -2.54191], [3.02068, 4.08254, 1.15369], [-0.80783, -2.37589, 4.32337], [4.46733, -2.91038, -1.90329], [-2.76281, 1.31998, -3.26393], [3.91663, -1.28510, -0.24448], [4.20371, -2.58771, -0.58202], [-2.02003, 0.28648, -1.14654], [-3.99845, -1.03374, 1.76459], [-4.33278, -0.12251, -1.94034], [3.91702, -0.25184, -1.20434], [-2.90602, -1.93100, 2.33553], [3.69217, 1.12480, -0.95133], [-1.30874, -0.62585, 0.94955], [3.24427, 3.26234, 0.07354], [3.44282, 1.87479, 0.22534], [-3.79358, 1.47816, -4.33000], [-0.03597, -0.19186, 0.60624], [3.39144, 1.36683, 1.53918], [-0.56443, -1.51582, 3.12900], [-4.75447, -0.10874, -0.47566], [3.16984, 2.18597, 2.62160], [2.97200, 3.54048, 2.42547], [0.75957, -0.36910, 1.30660], [-4.24810, -1.15530, -2.29268], [-1.50291, -3.18888, 4.11689], [-2.91594, -2.89926, 1.82525], [-3.09453, -2.12982, 3.39461], [4.63378, -2.18955, -3.90580], [4.70774, -3.92736, -2.15583], [3.25921, 3.70773, -0.90563], [3.66394, -1.10652, 0.77702], [-5.09446, 0.35982, -2.55917], [3.53579, 0.33117, 1.75142], [0.13540, -2.82593, 4.63265], [-0.44883, 1.18210, -2.24179], [2.81586, 4.18537, 3.26877], [-1.18069, -1.78243, 5.15820], [-4.42258, 2.34616, -4.13230], [3.73185, 1.73048, -1.84184], [-5.67094, -0.68486, -0.30761], [-4.41879, 0.59280, -4.43902], [-3.29374, 1.64052, -5.28472], [-4.98047, -1.51861, 1.78649], [-4.09032, -0.11932, 2.35921], [-4.96676, 0.91445, -0.15023], [4.13916, 0.12418, -3.31214]]
}


{
  "formula": "C4H8N5S",
  "method": "ωB97M-V with the def2-TZVPD basis set",
  "spin_multiplicity": 1,
  "homo_lumo_gap_ev": 10.419,
  "total_charge": 1,
  "smiles": "c1nnn([C@@H]2CSC[NH2+]2)n1",
  "de_lowest_kcal_mol": 81.6,
  "total_energy_ev": -22553.1870,
  "largest_force_ev_per_a": 5.8,
  "lumo_ev": -3.44,
  "species": ["S", "N", "N", "N", "N", "N", "C", "C", "C", "C", "H", "H", "H", "H", "H", "H", "H", "H"],
  "positions_angstrom": [[1.68589, 1.55129, -0.37574], [-2.33011, 0.13018, 1.02561], [0.93968, -1.00269, -0.43414], [-3.28851, 0.38654, 0.15454], [-1.46568, -0.11677, -1.03287], [-1.25749, -0.17888, 0.27634], [0.88630, 1.17035, 1.18884], [2.18438, -0.15626, -0.59177], [-2.75418, 0.24339, -1.09721], [0.17926, -0.43162, 0.71520], [0.21221, 1.97379, 1.34086], [-3.34118, 0.37952, -2.02609], [0.02351, -1.07835, 1.65846], [1.54416, 0.89188, 1.90757], [1.06163, -1.93986, -0.15895], [2.56262, -0.40666, -1.50080], [2.93630, -0.61677, 0.26081], [0.22121, -0.79907, -1.31066]]
}


{
  "formula": "C3H6F4NP",
  "method": "ωB97M-V with the def2-TZVPD basis set",
  "spin_multiplicity": 1,
  "homo_lumo_gap_ev": 9.944,
  "total_charge": 0,
  "smiles": "CNCP(F)C(F)(F)F",
  "de_lowest_kcal_mol": 0.0,
  "total_energy_ev": -24856.6938,
  "largest_force_ev_per_a": 5.0,
  "lumo_ev": 0.82,
  "species": ["P", "F", "F", "F", "F", "N", "C", "C", "C", "H", "H", "H", "H", "H", "H"],
  "positions_angstrom": [[1.33350, -0.72739, -0.73750], [3.78115, -0.04121, -0.06783], [2.55612, 1.61536, -0.69228], [1.40168, -1.78180, 0.48835], [2.46626, 0.75956, 1.35034], [-1.24512, -0.63852, -0.33207], [-0.15585, 0.23881, -0.12442], [2.57973, 0.45665, 0.06954], [-2.59567, -0.06416, -0.14369], [-0.38906, 1.00451, -0.84455], [-3.24464, -0.83727, -0.36198], [-2.48048, 0.89637, -0.81305], [-0.11841, 0.44607, 0.99207], [-2.63240, 0.13867, 0.96372], [-1.25681, -1.46564, 0.25336]]
}


{
  "formula": "C3H5NO",
  "method": "ωB97M-V with the def2-TZVPD basis set",
  "spin_multiplicity": 1,
  "homo_lumo_gap_ev": 10.757,
  "total_charge": 0,
  "de_lowest_kcal_mol": 41.4,
  "total_energy_ev": -6727.7756,
  "largest_force_ev_per_a": 2.7,
  "lumo_ev": 1.06,
  "species": ["O", "N", "C", "C", "C", "H", "H", "H", "H", "H"],
  "positions_angstrom": [[2.59537, 0.56749, -0.12414], [-0.73746, 0.44158, -0.65949], [2.87367, -0.54237, -0.14814], [-0.10039, 1.15084, 0.16100], [-1.11406, -0.91690, -0.14160], [-1.30141, -1.63427, -1.06717], [0.16124, 2.16723, -0.22326], [-0.27396, -1.17830, 0.46468], [-0.10777, 0.83679, 1.22109], [-1.99524, -0.89210, 0.51704]]
}


{
  "formula": "C4H5O5Rh",
  "method": "ωB97M-V with the def2-TZVPD basis set",
  "spin_multiplicity": 5,
  "homo_lumo_gap_ev": [9.640, 7.803],
  "total_charge": 2,
  "de_lowest_kcal_mol": 0.0,
  "total_energy_ev": -17449.5720,
  "largest_force_ev_per_a": 6.7,
  "lumo_ev": [-8.72, -11.71],
  "species": ["Rh", "O", "O", "O", "O", "O", "C", "C", "C", "C", "H", "H", "H", "H", "H"],
  "positions_angstrom": [[3.57268, 1.32483, -0.50310], [1.48890, -1.43399, 0.28468], [-3.96384, -0.37198, 0.96841], [-1.86294, -0.29580, 1.01397], [3.42271, -0.35875, 0.47002], [1.79937, 0.59115, -0.63630], [0.09895, -1.32062, -0.06053], [-0.43598, 0.00207, 0.47555], [-2.89457, 0.04427, 0.30467], [2.26578, -0.42892, -0.02448], [-0.00813, -1.36626, -1.15024], [-0.39282, -2.17839, 0.40735], [-0.61364, 0.72340, -0.33031], [-4.75199, -0.11138, 0.47805], [0.06174, 0.29979, 1.40574]]
}


Which formula does entry 2 have?
C16H26F3N2O6


Repeat the second record exactly.
{
  "formula": "C16H26F3N2O6",
  "method": "ωB97M-V with the def2-TZVPD basis set",
  "spin_multiplicity": 1,
  "homo_lumo_gap_ev": 6.590,
  "total_charge": 1,
  "de_lowest_kcal_mol": 0.0,
  "total_energy_ev": -40420.8621,
  "largest_force_ev_per_a": 3.2,
  "lumo_ev": -5.00,
  "species": ["F", "F", "F", "O", "O", "O", "O", "O", "O", "N", "N", "C", "C", "C", "C", "C", "C", "C", "C", "C", "C", "C", "C", "C", "C", "C", "C", "H", "H", "H", "H", "H", "H", "H", "H", "H", "H", "H", "H", "H", "H", "H", "H", "H", "H", "H", "H", "H", "H", "H", "H", "H", "H"],
  "positions_angstrom": [[-4.45846, 0.66243, -0.65469], [-2.50204, 1.44871, 0.00906], [-3.52853, 2.29149, -1.81956], [2.51666, 3.99334, -0.94973], [-2.18526, 0.61190, -3.30888], [5.32009, -1.32026, -2.70002], [-2.70590, -0.11185, 4.37961], [2.93656, 2.72137, 0.85562], [0.54094, -1.83541, -3.18770], [0.90138, -0.72895, -2.48792], [3.92725, -4.19674, -1.61986], [-3.24153, 1.14992, -1.11259], [4.12475, -2.06737, -3.04883], [2.20056, -0.26182, -2.73873], [3.12716, -1.03044, -3.72583], [2.44259, 2.92266, -0.43737], [-1.38572, -0.73027, -1.34153], [0.51091, 1.10077, -0.88574], [-2.43422, 0.48962, 5.63767], [2.72297, 0.94505, -2.09626], [3.60207, -2.72657, -1.70720], [0.02984, -0.10525, -1.58526], [-3.68254, 0.92341, 6.38492], [-3.36871, 0.70090, 3.42505], [1.85332, 1.65315, -1.13910], [-2.58385, 1.94126, 3.03460], [-2.55420, 0.06157, -2.04978], [4.38430, -2.89798, -3.76022], [5.00844, -0.64955, -2.06014], [-3.37103, -0.69169, -2.26571], [2.49327, -2.64127, -1.52989], [-3.08262, 2.46707, 2.21937], [-4.37059, 0.96487, 3.77867], [3.09849, 1.75738, 0.90386], [-1.55493, -0.86815, -0.23311], [-1.40340, -1.77754, -1.76502], [3.03948, -4.67457, -1.43445], [-1.57183, 1.67307, 2.71985], [-2.48958, 2.63616, 3.87161], [-3.42519, 1.27045, 7.38674], [3.75908, 1.26380, -2.35269], [-1.91432, -0.26642, 6.22942], [3.77495, -0.24613, -4.22098], [-4.19571, 1.73964, 5.87191], [-2.46254, 0.00587, -4.02004], [-0.12552, 1.63188, -0.13401], [-1.73616, 1.32514, 5.51731], [-3.50653, 0.07850, 2.53687], [-4.38834, 0.09440, 6.46792], [2.53074, -1.47914, -4.57483], [0.79893, -2.64377, -2.69774], [4.12772, -2.24164, -0.83484], [4.45684, -4.33298, -0.74981]]
}